Computed, not measured: a 3-piece molecular cluster, C27H50I2N3O5S overall at a distorted geometry, with wB97M-V/def2-TZVPD.

Structure (XYZ):
```
88
Properties=species:S:1:pos:R:3:mulliken_charge:R:1
C -4.601 -1.493 -5.378 -0.95
C -3.587 -2.663 -5.562 0.74
C -3.371 -3.297 -6.987 -1.16
N -2.856 -3.155 -4.611 -0.49
O -2.635 -2.178 -3.611 -0.21
C -1.402 -1.557 -3.810 -0.31
O -1.322 -0.696 -4.638 -0.47
C -0.141 -1.890 -2.974 0.91
C 0.429 -0.897 -2.069 -0.20
C 1.610 -1.250 -1.310 -0.58
C 2.252 -0.173 -0.376 -0.56
C 3.796 0.083 -0.659 -1.04
C 4.262 -0.199 -2.135 -0.55
S 3.541 0.971 -3.361 1.02
O 4.461 2.075 -3.580 -0.61
O 2.241 1.487 -2.944 -0.48
O 3.381 0.130 -4.777 -0.45
N 2.184 -2.511 -1.390 0.41
C 1.719 -3.519 -2.215 0.27
C 2.446 -4.894 -2.282 -0.79
I 3.820 -5.256 -0.650 0.17
C 1.463 -6.173 -2.390 -0.39
C 1.665 -6.742 -3.875 -1.20
I 2.027 -7.820 -1.074 0.08
C 0.544 -3.213 -3.050 0.10
N -0.023 -4.154 -3.996 -0.34
H -5.233 -1.436 -6.296 0.35
H -3.987 -0.544 -5.335 0.24
H -5.178 -1.537 -4.424 0.30
H -2.766 -4.234 -6.848 0.32
H -2.771 -2.565 -7.586 0.27
H -4.371 -3.495 -7.450 0.39
H 0.011 0.129 -1.929 0.45
H 1.735 0.804 -0.597 0.09
H 2.048 -0.373 0.713 0.58
H 4.004 1.154 -0.384 0.43
H 4.457 -0.531 0.012 0.40
H 4.134 -1.254 -2.486 0.26
H 5.373 -0.003 -2.165 0.49
H 2.746 -0.596 -4.602 0.36
H 3.017 -2.618 -0.794 0.22
H 3.081 -4.870 -3.213 0.57
H 0.381 -5.909 -2.314 0.49
H 1.824 -5.881 -4.584 0.28
H 2.595 -7.366 -3.926 0.44
H 0.804 -7.362 -4.221 0.36
H -0.895 -4.547 -3.616 0.34
H -0.250 -3.638 -4.854 0.36
C -2.921 3.254 2.669 -1.10
C -2.352 2.203 1.725 -0.63
C -0.901 2.472 1.324 0.39
C -0.664 3.773 0.553 -0.79
C -1.463 3.920 -0.742 -0.58
C -1.127 2.855 -1.778 -0.74
H -2.957 4.240 2.203 0.39
H -3.941 2.988 2.956 0.38
H -2.322 3.325 3.580 0.02
H -2.986 2.125 0.837 0.35
H -2.397 1.229 2.222 0.41
H -0.539 1.624 0.728 -0.36
H -0.282 2.489 2.228 0.28
H 0.404 3.847 0.321 0.38
H -0.888 4.626 1.201 0.36
H -1.248 4.902 -1.172 0.38
H -2.537 3.905 -0.535 0.25
H -0.063 2.875 -2.027 0.22
H -1.691 3.030 -2.697 0.39
H -1.381 1.852 -1.421 0.08
C -1.033 1.275 5.525 -0.94
C -0.935 1.414 7.039 -0.53
C -1.150 2.846 7.530 -0.70
C -0.124 3.868 7.034 -0.49
C 1.332 3.551 7.375 -0.39
C 1.607 3.508 8.873 -1.23
H -0.254 1.848 5.015 0.18
H -0.916 0.228 5.235 0.44
H -2.006 1.618 5.165 0.21
H 0.032 1.033 7.382 0.28
H -1.696 0.775 7.497 0.35
H -1.161 2.843 8.624 0.33
H -2.146 3.180 7.222 0.35
H -0.382 4.846 7.456 0.42
H -0.215 3.978 5.948 0.14
H 1.967 4.322 6.927 0.39
H 1.634 2.603 6.919 0.22
H 1.347 4.459 9.345 0.30
H 2.668 3.322 9.057 0.38
H 1.043 2.713 9.365 0.28
```

- E_LUMO: -4.642 eV
- Kohn-Sham gap: 6.67 eV
- E_HOMO: -11.3148 eV
- Multiplicity: 1
- E_tot: -2592.43352 Ha
- Total charge: +1